# 1
ORCA calculation (wB97M-V/def2-TZVPD) on a cluster of 8 separate species, C5H27N2O8 in total in a non-equilibrium geometry.

```
! RIJCOSX wB97M-V def2-TZVPD def2/J DEFGRID3
* xyz 1 1
O -0.13454 -1.01662 -1.58183
C 0.04612 0.19739 -1.50509
N 0.99511 0.78800 -0.76638
C 1.12613 2.24099 -0.57180
C 2.51121 2.62172 -0.14387
C -1.07985 1.04951 -2.14542
N -2.34900 0.65457 -1.53573
C -3.27712 1.78784 -1.25303
H 1.84314 0.27089 -0.58023
H 0.82657 2.77598 -1.47141
H 0.33446 2.57715 0.10069
H 3.19486 2.72569 -0.98527
H 3.01275 1.93080 0.54000
H 2.48359 3.53041 0.45666
H -0.97687 2.12150 -2.00695
H -0.99861 0.87059 -3.22084
H -2.87318 -0.00858 -2.08902
H -0.83684 1.51409 2.49547
H -4.25931 1.41083 -0.97987
H -3.37421 2.34374 -2.18349
H -2.87364 2.30815 -0.39000
H 1.88008 -2.86076 0.46283
H 3.32126 -2.53939 -0.08632
O 2.68030 -2.33599 0.59816
H 3.20976 0.30528 2.34473
H 2.57600 -0.85911 1.64803
O 2.34176 0.01522 2.03807
H 0.52853 -2.77621 2.67354
H 0.94053 -1.38851 2.62202
O 0.11276 -1.90462 2.62240
H 0.38315 -2.55336 -1.30971
H 0.33734 -4.15042 -1.46536
O 0.40434 -3.41649 -0.84892
H -0.61898 -2.61702 0.84168
H -1.67968 -3.03915 -0.24121
O -1.52466 -2.50530 0.53892
H -1.78259 0.23384 1.40643
H 0.52884 0.41778 2.38588
O -0.33765 0.77359 2.14458
H -2.27317 -1.26769 0.82352
H -1.94983 0.00866 -0.17712
O -2.41886 -0.23500 0.79528
*
```

Computed properties:
E_LUMO, eV: -2.4
Total energy, eV: -24977.6660
Gap between HOMO and LUMO, eV: 10.759
HOMO, eV: -13.14
Energy above the lowest of the compared OMol25 structures with the same formula, charge and spin, eV: 2.015



# 2
ORCA calculation (wB97M-V/def2-TZVPD) on a structure of composition C36H36GeN2O10Se2Ti in a non-equilibrium geometry.

```
! RIJCOSX wB97M-V def2-TZVPD def2/J DEFGRID3
* xyz -2 3
Ti 0.83020 2.11632 2.83417
O 0.13278 5.76624 1.16777
C 0.37599 4.78886 1.90885
O 0.00305 3.58132 1.70724
C 1.46157 4.85116 3.12305
O 1.91983 5.94350 3.57825
O 1.90851 3.66051 3.45307
Se 2.35132 5.04675 -4.21393
Se 4.39678 6.28525 -4.45361
C 5.54295 4.83795 -4.85131
C 5.24876 3.77430 -5.76009
C 6.33620 2.91434 -6.04034
C 7.50094 3.04813 -5.32327
C 7.67290 4.07337 -4.38894
N 6.74117 5.01852 -4.30343
C 1.30566 6.42214 -3.42155
C 0.93566 7.47984 -4.18591
C 0.00199 8.45774 -3.69723
C -0.47860 8.18386 -2.41524
C 0.07146 7.12216 -1.58992
N 0.92886 6.28958 -2.12249
H 4.30583 3.78163 -6.22357
H 6.26968 2.17386 -6.89754
H 8.15511 2.18005 -5.39228
H 8.51397 4.22938 -3.68007
H 1.41942 7.67715 -5.14398
H -0.23091 9.28171 -4.34525
H -1.04386 8.93002 -1.87096
H -0.28165 6.82491 -0.60398
C -2.74384 1.89579 -2.31031
C -2.20592 2.32821 -1.00429
O -0.92147 2.62026 -1.00336
H -1.89866 1.56635 -2.89332
H -3.37290 2.71766 -2.78735
H -3.28790 0.99526 -2.02118
H -2.42753 0.85005 -0.27787
H -2.75754 2.81994 -0.20904
H -0.54701 2.78898 -0.06895
O 0.95394 1.41010 4.59013
O -0.47771 1.66613 4.20850
C 3.23663 1.82065 0.97946
O 2.16116 1.31952 1.95024
H 3.10151 1.14557 0.12681
H 4.15675 1.56653 1.54060
H 2.99173 2.87134 0.72812
O -0.44276 0.72503 1.35069
C -1.36762 -0.12873 1.28139
O -2.37513 0.02529 0.46125
C -1.23888 -1.38770 2.00247
C -2.40492 -2.32712 1.93137
Ge -1.96238 -4.30030 1.88914
C -0.59599 -4.57712 0.55974
C -0.56359 -3.80455 -0.60034
C 0.17907 -4.20152 -1.70481
C 1.08414 -5.40374 -1.59839
C 1.01888 -6.13067 -0.39997
C 0.22585 -5.75151 0.64584
C -3.55985 -4.91790 1.16105
C -4.41082 -5.96939 1.69198
C -5.66699 -6.22965 1.27349
C -6.18383 -5.57844 0.09843
C -5.35068 -4.62605 -0.50402
C -4.06851 -4.31966 -0.02326
C -1.21208 -4.92114 3.53407
C -0.40225 -4.02329 4.17260
C -0.24968 -4.05735 5.52511
C -0.61158 -5.26221 6.22118
C -1.34351 -6.23774 5.55088
C -1.66159 -6.06770 4.17830
H -1.08493 -1.02306 3.06904
H -0.28089 -1.71590 1.64024
H -2.98457 -2.16815 1.05558
H -3.06656 -2.35487 2.75964
H -1.12147 -2.76899 -0.67980
H 0.18399 -3.63774 -2.67198
H 1.70944 -5.75559 -2.42226
H 1.72506 -6.98801 -0.23363
H 0.30942 -6.39639 1.55066
H -4.15606 -6.32644 2.72445
H -6.24440 -7.01088 1.74001
H -7.26211 -5.68595 -0.04182
H -5.58802 -4.26049 -1.52041
H -3.37999 -3.74059 -0.66578
H 0.09289 -3.26215 3.62026
H 0.36596 -3.24548 5.99754
H -0.44401 -5.29982 7.27449
H -1.58436 -7.22158 5.99705
H -2.28151 -6.78766 3.71277
*
```

Computed properties:
E_LUMO (spin up / spin down), eV: 2.6 / 2.6
Total energy, eV: -271691.1677
Gap between HOMO and LUMO (spin up / spin down), eV: 1.368 / 5.557
HOMO (spin up / spin down), eV: 1.27 / -2.92
<S²>: 2.02
Energy above the lowest of the compared OMol25 structures with the same formula, charge and spin, eV: 4.184



# 3
ORCA calculation (wB97M-V/def2-TZVPD) on a structure of composition C27H33ClN4O5Re in a non-equilibrium geometry.

```
! RIJCOSX wB97M-V def2-TZVPD def2/J DEFGRID3
* xyz 2 2
Re 1.17417 0.01823 0.10561
C 2.71846 -3.19497 2.20939
C 2.79974 -1.84472 1.58849
O 1.90648 -1.66196 0.59765
C 3.70920 -0.90439 1.95677
C 3.91462 0.35933 1.32735
C 5.21059 1.07530 1.50131
N 2.97890 0.85103 0.54597
N 3.31442 1.93956 -0.23593
C 2.52596 2.02197 -1.24937
O 1.58070 1.05445 -1.42566
C 2.59810 3.08982 -2.24186
C 1.85601 3.01216 -3.41885
C 1.94333 4.02705 -4.35636
C 2.76730 5.11874 -4.12051
C 3.50582 5.19912 -2.94627
C 3.42515 4.18886 -2.00613
H 2.84900 -3.96254 1.44519
H 3.47618 -3.32465 2.97663
H 1.73321 -3.33341 2.65871
H 4.42312 -1.18871 2.71585
H 5.74304 0.68559 2.36469
H 5.83203 0.92633 0.61568
H 5.05033 2.14649 1.60149
H 1.22270 2.15514 -3.60311
H 1.37407 3.96736 -5.27381
H 2.83496 5.91077 -4.85399
H 4.14467 6.05243 -2.76547
H 3.99455 4.24186 -1.08881
C -2.74707 -0.81678 -2.14441
C -1.59302 -0.04300 -1.47772
N -0.58718 -0.98781 -0.93586
C -1.27314 -1.93979 -0.02168
C -2.25355 -2.82845 -0.80819
N -2.36989 -2.26779 -2.19475
C -1.06982 -2.42951 -2.91612
C 0.01704 -1.74325 -2.06432
H -2.92790 -0.48980 -3.16649
H -3.67353 -0.74870 -1.57723
H -1.97671 0.55899 -0.65839
H -1.08951 0.61948 -2.18063
H -1.79853 -1.36393 0.73848
H -0.51683 -2.54742 0.47168
H -3.24831 -2.82829 -0.36826
H -1.90746 -3.85594 -0.90665
H -3.10160 -2.77713 -2.69110
H -1.17909 -1.97742 -3.89995
H -0.88466 -3.49462 -3.03841
H 0.59074 -1.04438 -2.67075
H 0.70689 -2.47373 -1.64422
C -2.64050 -1.78190 4.19140
C -3.27407 -1.13699 2.99552
C -4.17302 -1.81575 2.18312
C -4.74676 -1.18859 1.08378
Cl -5.80742 -2.08788 0.03584
C -4.46797 0.13260 0.78846
C -3.56321 0.82274 1.58635
C -2.96395 0.18756 2.66509
O -2.05209 0.81381 3.47659
C -1.20202 1.74360 2.85221
C -0.39332 1.07490 1.76880
O -0.14424 1.60784 0.64563
O 0.12894 -0.06958 1.93308
H -2.95324 -2.81947 4.28581
H -2.91786 -1.25339 5.10386
H -1.55249 -1.73783 4.12182
H -4.43499 -2.84096 2.41321
H -4.97180 0.63113 -0.02957
H -3.36404 1.86462 1.37365
H -0.51017 2.09680 3.61819
H -1.71944 2.60979 2.43751
*
```

Computed properties:
E_LUMO (spin up / spin down), eV: -6.3 / -6.9
Total energy, eV: -59371.7230
Gap between HOMO and LUMO (spin up / spin down), eV: 7.172 / 6.628
HOMO (spin up / spin down), eV: -13.47 / -13.51
<S²>: 0.76
Energy above the lowest of the compared OMol25 structures with the same formula, charge and spin, eV: 0.000